A 2-piece molecular cluster, C14H28N2O7S overall in a non-equilibrium geometry, computed with wB97M-V/def2-TZVPD.

XYZ file:
```
52
Properties=species:S:1:pos:R:3:forces:R:3:lowdin_charge:R:1
S 1.215217 0.124595 0.367449 0.153 0.016 -0.103 0.81
O 3.126494 1.196421 -4.708328 -0.174 0.195 -0.194 -0.06
O 0.405571 -0.057456 5.656266 -0.098 0.200 -0.203 0.04
O -3.192932 2.194869 2.776954 0.367 -0.153 -0.041 0.05
O 2.505428 -0.400907 -2.696810 0.060 0.026 -0.027 -0.04
O -0.123913 -2.230391 -5.250773 -0.284 1.403 0.773 0.09
O -2.601613 -0.487409 -3.572022 0.491 0.061 -0.265 -0.06
O 0.386306 1.082127 -4.510342 -0.056 -0.385 0.118 -0.02
N -2.893563 2.425382 4.956497 0.287 0.283 1.386 0.03
N -1.354696 -0.190321 4.263562 -0.947 0.980 -0.712 0.11
C 2.772995 -0.154397 -5.067628 0.589 -0.878 -0.616 -0.35
C 4.058442 -0.949401 -5.272351 -0.086 -0.145 0.143 -0.03
C -0.782549 -2.111271 5.619823 0.025 0.075 -0.096 0.00
C -2.213800 2.257962 6.243109 0.007 -0.160 -0.378 -0.06
C 0.150773 -1.238561 -0.178988 -0.089 0.189 0.325 -0.40
C 0.445850 -0.253482 -3.967287 0.496 0.278 -0.367 -0.23
C 1.909517 -0.765904 -3.943329 0.032 0.949 0.439 -0.26
C -0.750028 0.978921 2.185096 0.022 0.086 0.041 -0.20
C -2.499852 1.968764 3.762330 -0.579 -0.396 -1.233 -0.46
C -1.207075 1.136919 3.645627 0.200 -0.089 -0.244 -0.21
C 0.636562 0.336412 2.070471 -0.566 0.012 0.160 -0.51
C -0.516024 -1.191182 -4.725055 0.252 -1.070 -1.028 -0.27
C -0.524278 -0.690804 5.177005 1.306 -0.249 1.265 -0.58
C -2.001691 -0.824442 -4.839396 0.062 0.629 0.634 -0.15
H -0.757436 -2.772170 4.755002 -0.143 -0.159 0.015 0.08
H 0.479155 -1.581151 -1.159831 0.113 0.149 0.112 0.01
H -2.104600 -0.775486 3.932157 -0.010 0.057 -0.115 0.16
H -2.258277 0.364612 -3.241266 -0.152 -0.509 -0.474 0.10
H 3.826319 -1.986534 -5.533125 0.043 0.136 -0.024 0.09
H 1.290957 1.470862 -4.481809 -0.757 -0.259 -0.003 0.08
H -0.884274 -0.903517 -0.239473 -0.020 -0.120 -0.077 0.03
H 1.921366 -1.859327 -4.015694 0.032 0.295 -0.022 0.15
H -0.427987 1.696234 4.164800 0.100 -0.368 0.341 0.14
H 0.227943 -2.067379 0.524536 -0.013 -0.044 -0.021 0.04
H 0.093274 -0.224172 -2.932672 0.069 -0.051 0.122 0.13
H -0.705665 1.963558 1.717447 -0.202 -0.043 -0.045 0.12
H 2.845969 0.511654 -2.772193 -0.218 -0.540 0.010 0.10
H -2.100185 0.019131 -5.529198 0.118 0.016 -0.073 0.13
H 2.206047 -0.167924 -6.006779 -0.069 0.160 0.153 0.16
H -3.753997 2.952043 4.944504 0.069 -0.101 -0.151 0.14
H 0.632615 -0.640112 2.554264 0.149 -0.059 0.070 0.07
H 4.661783 -0.948097 -4.358954 -0.127 0.011 -0.104 0.09
H -2.669032 2.911282 6.989308 0.014 -0.044 -0.203 0.09
H -1.753739 -2.166081 6.107116 -0.115 -0.181 -0.015 0.08
H -1.478332 0.372994 1.644499 -0.126 0.152 -0.050 0.11
H -2.302071 1.224967 6.583392 0.099 0.050 0.121 0.08
H 3.757234 1.563077 -5.356919 -0.488 -0.386 0.427 0.12
H -0.004214 -2.406612 6.322322 -0.111 0.089 -0.095 0.09
H 1.352469 0.969054 2.596296 0.223 -0.115 -0.145 0.08
H -2.540875 -1.673153 -5.272870 0.162 0.119 0.350 0.13
H -1.155033 2.511746 6.157489 -0.083 -0.069 0.089 0.09
H 4.649446 -0.515942 -6.084231 -0.028 -0.042 0.031 0.08
```
Positions in Å, forces in eV/Å.

* spin multiplicity: 1
* gap between HOMO and LUMO: 8.81 eV
* strongest force on any atom: 1.8 eV/Å
* SMILES string: C[C@H](O)[C@@H](O)[C@@H](O)C(=O)CO.CNC(=O)[C@H](CCSC)NC(C)=O
* HOMO level: -8.3483 eV